No. 1
9 unconnected molecules or ions with the total composition C13H24BCl16F2N2O3 at a distorted geometry. Source: the OMol25 dataset; level of theory: ωB97M-V/def2-TZVPD.

Structure (ORCA input):
```
! RIJCOSX wB97M-V def2-TZVPD def2/J DEFGRID3
* xyz -1 1
C 2.432 3.096 -1.853
C 1.376 3.231 -2.931
O 1.255 4.282 -3.537
N 0.576 2.095 -3.119
C -0.793 2.527 -3.469
B 1.109 1.206 -4.299
N 2.237 0.251 -3.669
C 2.848 -0.643 -4.502
O 3.574 -1.554 -4.192
F 2.610 -0.412 -5.797
C 1.776 -0.447 -2.535
O 0.746 -1.013 -2.362
F 2.698 -0.431 -1.540
H 2.044 2.519 -1.015
H 3.335 2.627 -2.248
H 2.692 4.098 -1.506
H -0.875 2.821 -4.522
H -1.459 1.673 -3.330
H -1.101 3.363 -2.839
H 0.195 0.580 -4.791
H 1.629 1.884 -5.166
C 0.983 -2.614 0.717
Cl 0.112 -4.090 1.183
Cl 0.580 -1.263 1.784
H 2.046 -2.809 0.793
H 0.726 -2.359 -0.306
C -1.549 -2.148 5.073
Cl -3.311 -2.323 5.194
Cl -1.047 -0.463 5.220
H -1.100 -2.718 5.878
H -1.225 -2.517 4.104
C -3.839 4.881 -3.743
Cl -2.555 5.692 -4.642
Cl -4.139 3.240 -4.323
H -3.545 4.822 -2.702
H -4.753 5.452 -3.853
C 1.922 1.517 5.472
Cl 0.769 2.842 5.679
Cl 3.597 2.053 5.663
H 1.715 0.764 6.222
H 1.801 1.110 4.475
C -7.491 1.796 -2.056
Cl -5.894 2.183 -1.417
Cl -8.132 3.081 -3.093
H -7.413 0.891 -2.646
H -8.172 1.659 -1.226
C -2.856 -5.171 2.888
Cl -4.547 -5.323 2.399
Cl -2.219 -6.680 3.564
H -2.265 -4.899 2.025
H -2.784 -4.403 3.647
C 0.710 -4.025 8.588
Cl -0.504 -4.535 7.409
Cl 1.338 -2.412 8.234
H 0.248 -4.008 9.567
H 1.531 -4.730 8.558
C 6.393 -0.914 -3.127
Cl 7.912 -1.554 -2.461
Cl 5.908 0.596 -2.359
H 6.536 -0.731 -4.184
H 5.607 -1.641 -2.972
*
```

The calculation puts the HOMO energy at -0.19803 Ha.

Here are the Löwdin charges for atoms 1 to 4, given in e: number 1, C, carries 0.00; number 2, C, carries -0.53; number 3, O, carries 0.05; number 4, N, carries -0.08

***

No. 2
2 unconnected molecules or ions with the total composition C13H24BClN2O10P at a distorted geometry. Source: the OMol25 dataset; level of theory: ωB97M-V/def2-TZVPD.

Structure (ORCA input):
```
! RIJCOSX wB97M-V def2-TZVPD def2/J DEFGRID3
* xyz 1 1
O -2.388 -1.603 -2.220
C -1.601 -2.494 -2.161
O -0.407 -2.364 -1.409
C -0.363 -3.579 -0.602
C 0.979 -3.650 0.212
N 1.341 -2.364 0.865
C 2.654 -2.029 0.883
N 2.860 -0.804 1.494
Cl 4.314 0.020 1.738
C 1.559 -0.383 1.870
B 1.289 1.028 2.613
O 1.769 1.384 3.879
O 0.527 1.972 1.889
C 0.558 -1.352 1.507
C -0.977 -1.380 1.726
C -1.278 -2.330 2.983
C -2.128 -3.617 2.637
C -1.263 -4.901 2.357
O -1.611 -5.602 1.441
O -0.129 -5.237 3.106
H -1.808 -3.457 -2.709
H -1.278 -3.559 0.043
H -0.434 -4.490 -1.255
H 1.017 -4.539 0.903
H 1.786 -3.847 -0.554
H 3.528 -2.595 0.500
H 2.739 1.260 3.888
H 1.013 2.035 1.034
H -1.566 -1.635 0.814
H -1.264 -0.341 2.057
H -0.320 -2.639 3.493
H -1.852 -1.734 3.740
H -2.888 -3.423 1.836
H -2.726 -3.863 3.566
H 0.455 -4.457 3.023
C 1.336 3.334 -4.481
O 0.651 3.059 -3.245
P 0.236 4.419 -2.287
O 0.789 3.790 -1.030
O -1.350 4.063 -2.446
C -1.943 4.243 -3.734
O -0.169 5.912 -1.598
C 0.003 6.122 -0.207
H 2.209 2.685 -4.550
H 0.668 3.121 -5.317
H 1.663 4.374 -4.542
H -1.957 3.285 -4.261
H -1.394 4.973 -4.333
H -2.967 4.590 -3.607
H 1.053 6.038 0.072
H -0.609 5.423 0.363
H -0.324 7.139 0.015
*
```

The energy relative to the best compared isomer or geometry (same formula, charge and spin) is 0.000 eV. The calculation puts the HOMO energy at -0.43092 Ha.

Here are the Löwdin charges for atoms 1 to 4, given in e: number 1, O, carries 0.13; number 2, C, carries -0.30; number 3, O, carries -0.06; number 4, C, carries -0.16

***

No. 3
3 unconnected molecules or ions with the total composition C13H24Br2N2O10PS3 at a distorted geometry. Source: the OMol25 dataset; level of theory: ωB97M-V/def2-TZVPD.

Structure (ORCA input):
```
! RIJCOSX wB97M-V def2-TZVPD def2/J DEFGRID3
* xyz 1 1
O -3.803 -2.476 -2.565
P -2.510 -3.141 -2.769
O -2.360 -4.508 -1.844
O -2.514 -3.702 -4.336
C -1.015 -2.091 -2.388
C -1.150 -0.916 -1.510
Br -2.767 -0.345 -0.662
C 0.074 -0.107 -1.217
S 0.092 1.303 -0.145
C 1.302 -0.610 -1.892
Br 2.913 0.410 -1.517
N 1.355 -1.681 -2.667
N 0.253 -2.345 -2.851
C 0.426 -3.579 -3.701
C 1.968 -4.097 -3.411
C 2.182 -4.709 -1.945
O 2.115 -5.528 -3.230
H -1.410 -4.540 -1.606
H -2.557 -2.909 -4.905
H -1.201 1.619 0.209
H 0.363 -3.368 -4.788
H -0.162 -4.445 -3.335
H 2.822 -3.492 -3.863
H 1.200 -4.510 -1.472
H 3.178 -4.684 -1.474
O 2.881 -2.394 1.961
S 2.754 -1.249 2.818
O 3.090 0.071 2.367
O 3.519 -1.536 4.192
C 4.900 -1.929 4.139
C 5.811 -0.751 3.852
C 1.118 -1.212 3.483
H 5.042 -2.727 3.407
H 5.144 -2.342 5.118
H 5.652 -0.366 2.844
H 6.858 -1.047 3.938
H 5.614 0.067 4.546
H 0.871 -2.200 3.867
H 0.438 -0.941 2.676
H 1.076 -0.465 4.273
O -3.087 3.544 0.765
S -3.570 4.789 1.301
O -4.958 5.002 1.563
O -3.020 5.990 0.394
C -3.275 5.953 -1.018
C -4.707 6.332 -1.343
C -2.655 5.180 2.760
H -3.023 4.972 -1.427
H -2.599 6.676 -1.475
H -5.407 5.582 -0.973
H -4.845 6.418 -2.422
H -4.971 7.281 -0.874
H -1.593 5.061 2.555
H -2.968 4.489 3.542
H -2.883 6.203 3.054
*
```

The calculation puts the HOMO energy at -0.47734 Ha.

Here are the Löwdin charges for atoms 1 to 4, given in e: number 1, O, carries -0.28; number 2, P, carries 0.54; number 3, O, carries -0.10; number 4, O, carries -0.13

***

No. 4
A molecular structure, C13H24Cl2N2O2 at a distorted geometry. Source: the OMol25 dataset; level of theory: ωB97M-V/def2-TZVPD.

Structure (ORCA input):
```
! RIJCOSX wB97M-V def2-TZVPD def2/J DEFGRID3
* xyz 0 1
O 0.190 1.336 -2.963
C 1.299 1.495 -2.689
N 2.277 0.607 -2.185
H 3.221 0.993 -2.127
C 2.011 -0.839 -2.206
H 0.980 -0.787 -2.363
C 2.265 -0.826 -0.685
H 2.234 -2.174 -0.432
C 1.539 -0.265 0.364
C 1.717 -0.562 1.820
H 1.789 -1.556 2.155
H 2.987 -0.332 2.035
C 0.835 0.112 2.685
C -0.195 -0.594 3.581
C -1.235 -1.207 2.473
H -0.832 -1.447 1.631
C -2.323 0.060 1.925
H -2.706 0.586 2.856
H -1.605 0.703 1.661
C -3.285 -0.327 1.129
N -2.666 -0.860 -0.254
C -2.943 0.082 -1.271
O -3.749 0.877 -1.277
C -2.275 -0.367 -2.539
H -2.795 -0.824 -3.315
H -1.561 0.150 -2.768
Cl -1.552 -2.135 -2.609
H -2.026 -1.614 -0.112
H -4.009 0.486 0.849
H -3.879 -1.265 1.500
H -1.839 -1.887 3.117
H -0.618 -0.140 4.222
H 0.244 -1.489 4.006
H 1.491 0.582 3.540
H 0.448 1.120 2.301
H 1.660 0.883 0.419
H 0.454 -0.583 0.150
H 3.281 -0.572 -0.274
H 2.698 -1.298 -2.644
C 1.995 3.153 -2.879
H 0.991 3.780 -2.490
H 1.961 3.496 -3.981
Cl 3.525 3.452 -2.356
*
```

The energy relative to the best compared isomer or geometry (same formula, charge and spin) is 13.143 eV. The calculation puts the HOMO energy at -0.33583 Ha.

Here are the Löwdin charges for atoms 1 to 4, given in e: number 1, O, carries 0.10; number 2, C, carries -0.44; number 3, N, carries 0.00; number 4, H, carries 0.09

***

No. 5
A molecular structure, C13H24CrN2O11PSSb at a distorted geometry. Source: the OMol25 dataset; level of theory: ωB97M-V/def2-TZVPD.

Structure (ORCA input):
```
! RIJCOSX wB97M-V def2-TZVPD def2/J DEFGRID3
* xyz -2 5
Cr -0.028 0.965 0.301
O 3.568 0.601 2.116
C 2.455 0.883 1.699
O 1.794 0.232 0.806
C 1.669 2.128 2.283
O 2.126 2.785 3.202
O 0.530 2.331 1.702
C 2.648 -4.039 -1.691
Sb 1.364 -2.291 -1.291
C 0.611 -3.300 0.456
C -0.172 -3.141 -2.553
H 2.087 -4.967 -1.558
H 3.505 -4.042 -1.013
H 3.031 -4.002 -2.714
H 0.177 -4.248 0.133
H -0.147 -2.692 0.949
H 1.434 -3.485 1.148
H -0.250 -4.215 -2.374
H 0.059 -2.964 -3.604
H -1.109 -2.639 -2.314
C -2.385 2.239 2.750
O -2.384 0.825 2.933
P -1.201 -0.114 2.331
O -0.339 -0.231 3.708
C 0.880 -0.964 3.737
O -1.967 -1.550 2.490
C -2.937 -1.969 1.531
H -3.286 2.608 3.243
H -2.421 2.486 1.688
H -1.501 2.692 3.197
H 0.850 -1.622 4.608
H 1.724 -0.279 3.826
H 1.017 -1.569 2.837
H -2.756 -3.023 1.311
H -2.893 -1.398 0.602
H -3.935 -1.857 1.963
O -1.751 1.011 -2.738
S -1.982 0.416 -1.432
O -3.200 -0.378 -1.366
O -0.782 -0.444 -1.009
O -1.969 1.479 -0.340
N -0.346 4.125 -0.688
C 0.216 3.337 -1.692
C 0.119 3.718 -3.034
C 0.771 2.975 -3.987
C 1.549 1.896 -3.579
C 1.597 1.598 -2.235
N 0.900 2.260 -1.305
H -1.351 4.185 -0.793
H -0.128 3.735 0.229
H -0.466 4.591 -3.296
H 0.686 3.237 -5.035
H 2.110 1.300 -4.287
H 2.206 0.786 -1.852
*
```

The expectation value of S² is 6.012. The energy relative to the best compared isomer or geometry (same formula, charge and spin) is 0.518 eV. The calculation puts the HOMO energy (alpha / beta) at -0.00925 / -0.10153 Ha.

Here are the Löwdin charges for atoms 1 to 4, given in e: number 1, Cr, carries 0.52; number 2, O, carries 0.02; number 3, C, carries -0.59; number 4, O, carries -0.20

***

No. 6
A molecular structure, C13H24F5LiN3OV at a distorted geometry. Source: the OMol25 dataset; level of theory: ωB97M-V/def2-TZVPD.

Structure (ORCA input):
```
! RIJCOSX wB97M-V def2-TZVPD def2/J DEFGRID3
* xyz 2 1
N 0.060 1.910 -1.051
C -0.206 2.801 -1.867
O -0.466 3.645 -2.650
Li 0.574 1.468 2.889
V -0.366 0.581 0.252
N 0.941 0.225 1.716
N -1.093 -0.864 -0.687
C 2.321 -0.045 1.261
C -1.065 -1.157 -2.137
C 3.282 -0.106 2.450
C 2.386 -1.364 0.497
C 2.753 1.097 0.349
C -2.093 -0.262 -2.833
C -1.420 -2.616 -2.422
C 0.322 -0.866 -2.693
H 3.250 0.820 3.042
H 4.308 -0.221 2.080
H 3.064 -0.949 3.114
H 2.203 -2.213 1.170
H 3.385 -1.481 0.052
H 1.636 -1.400 -0.309
H 2.083 1.233 -0.513
H 3.767 0.899 -0.030
H 2.778 2.053 0.894
H -3.102 -0.477 -2.460
H -2.072 -0.443 -3.914
H -1.879 0.799 -2.655
H -2.464 -2.837 -2.176
H -0.770 -3.294 -1.857
H -1.282 -2.820 -3.490
H 0.322 -1.084 -3.769
H 1.076 -1.505 -2.220
H 0.607 0.183 -2.558
C 0.371 -0.768 2.659
H -0.620 -1.116 2.319
H 1.031 -1.642 2.773
H 0.230 -0.331 3.681
C -2.184 -1.495 0.055
H -2.433 -0.907 0.947
H -3.100 -1.557 -0.557
H -1.927 -2.519 0.379
F -1.220 1.913 2.929
C -1.705 1.712 1.573
F -2.950 1.097 1.770
C -2.000 3.121 1.098
F -2.845 3.744 1.968
F -0.871 3.891 1.051
F -2.616 3.149 -0.119
*
```

The energy relative to the best compared isomer or geometry (same formula, charge and spin) is 0.212 eV. The calculation puts the HOMO energy (alpha / beta) at -0.63537 / -0.63540 Ha.

Here are the Löwdin charges for atoms 1 to 4, given in e: number 1, N, carries 0.03; number 2, C, carries -0.29; number 3, O, carries 0.27; number 4, Li, carries 0.70

***

No. 7
A molecular structure, C13H24N2O7PdS2Si at a nearly force-free geometry. Source: the OMol25 dataset; level of theory: ωB97M-V/def2-TZVPD.

Structure (ORCA input):
```
! RIJCOSX wB97M-V def2-TZVPD def2/J DEFGRID3
* xyz 0 1
Pd 1.553 1.305 0.275
O -0.021 2.714 0.021
S 0.714 3.228 -1.188
O 0.429 4.577 -1.533
O 2.138 2.888 -0.910
C 0.214 2.180 -2.534
C -1.032 2.488 -3.079
C -1.588 1.695 -4.064
C -0.882 0.590 -4.526
C 0.366 0.294 -4.014
C 0.938 1.077 -3.012
S 2.564 -0.646 -1.699
O 1.259 -1.310 -1.597
O 2.200 0.785 -2.586
O 2.957 -0.017 -0.373
H -1.553 3.365 -2.718
H -2.555 1.944 -4.479
H -1.300 -0.035 -5.305
H 0.933 -0.551 -4.381
C 2.060 -2.548 1.845
Si 1.644 -0.868 2.561
C 3.203 0.066 2.982
C 0.620 -1.129 4.108
O 0.716 -0.004 1.494
H 2.601 -3.158 2.573
H 2.682 -2.449 0.955
H 1.159 -3.103 1.566
H 3.778 -0.468 3.742
H 2.971 1.058 3.376
H 3.839 0.184 2.102
H 1.221 -1.601 4.889
H -0.238 -1.782 3.925
H 0.247 -0.180 4.499
N -1.013 -1.261 -0.013
C -1.710 -0.341 -0.954
C -2.713 0.527 -0.168
N -2.429 0.555 1.253
C -2.507 -0.766 1.854
C -1.963 -1.884 0.934
H -0.282 -0.721 0.568
H -0.456 -1.925 -0.550
H -2.197 -0.945 -1.720
H -0.938 0.257 -1.428
H -3.729 0.147 -0.304
H -2.689 1.542 -0.561
H -1.529 0.985 1.433
H -3.545 -0.998 2.103
H -1.943 -0.745 2.785
H -2.755 -2.361 0.354
H -1.440 -2.654 1.500
*
```

The energy relative to the best compared isomer or geometry (same formula, charge and spin) is 0.000 eV. The calculation puts the HOMO energy at -0.34623 Ha.

Here are the Löwdin charges for atoms 1 to 4, given in e: number 1, Pd, carries 1.01; number 2, O, carries -0.38; number 3, S, carries 0.53; number 4, O, carries -0.24

***

No. 8
2 unconnected molecules or ions with the total composition C13H24N3O5S at a distorted geometry. Source: the OMol25 dataset; level of theory: ωB97M-V/def2-TZVPD.

Structure (ORCA input):
```
! RIJCOSX wB97M-V def2-TZVPD def2/J DEFGRID3
* xyz 1 1
C 4.743 -1.107 -1.355
N 3.387 -0.495 -1.260
C 3.064 0.384 -2.412
C 1.460 0.649 -2.327
C 0.895 2.116 -2.389
N -0.527 2.368 -2.277
C -1.468 1.290 -2.124
C -1.063 -0.200 -2.062
C -2.095 -1.425 -1.867
S -3.764 -0.875 -1.291
O -3.629 0.124 -0.159
O -4.529 -0.286 -2.468
C 0.452 -0.544 -2.183
C 0.851 -2.089 -2.151
O 1.279 -2.677 -1.136
O 0.728 -2.836 -3.364
H 4.780 -1.840 -2.251
H 4.864 -1.770 -0.413
H 5.610 -0.362 -1.389
H 3.207 -0.050 -0.352
H 3.535 1.430 -2.227
H 3.386 -0.028 -3.427
H 1.593 3.005 -2.527
H -0.885 3.339 -2.293
H -2.591 1.526 -2.031
H -1.651 -2.077 -1.018
H -2.128 -2.127 -2.786
H -4.415 -2.004 -0.761
H -0.056 -2.492 -3.867
C -1.450 0.217 4.810
C -1.573 1.319 3.761
C -1.504 0.799 2.310
O -0.189 0.463 1.866
C 0.256 -0.824 2.266
N -0.548 2.339 4.018
H -0.424 -0.139 4.929
H -1.772 0.587 5.787
H -2.081 -0.639 4.555
H -2.557 1.782 3.894
H -1.839 1.604 1.648
H -2.192 -0.040 2.149
H -0.560 -1.552 2.296
H 0.750 -0.766 3.238
H 0.998 -1.165 1.541
H -0.694 3.117 3.377
H 0.348 1.950 3.723
*
```

The energy relative to the best compared isomer or geometry (same formula, charge and spin) is 0.000 eV. The calculation puts the HOMO energy at -0.41449 Ha.

Here are the Löwdin charges for atoms 1 to 4, given in e: number 1, C, carries -0.13; number 2, N, carries -0.16; number 3, C, carries -0.18; number 4, C, carries 0.00

***

| no. | E (hartree) |
| --- | --- |
| 1 | -8432.77019 |
| 2 | -2197.76599 |
| 3 | -8055.26176 |
| 4 | -1689.70826 |
| 5 | -3471.43353 |
| 6 | -2199.48102 |
| 7 | -2359.77419 |
| 8 | -1447.91799 |